Record 1
Entry from the Open Molecules 2025 dataset: C15H15NO5S in the gas phase in a non-equilibrium geometry (ωB97M-V/def2-TZVPD).

Geometry as XYZ:
```
37
Properties=species:S:1:pos:R:3:forces:R:3
O 2.209336 5.635108 -2.925800 0.721 -4.401 1.053
C 2.008314 4.607155 -2.189485 6.964 3.654 -9.352
O 2.642399 3.383924 -2.239448 1.928 1.918 -4.095
C 1.167679 4.733345 -1.248423 -7.535 3.596 15.035
C -0.067687 3.851318 -1.206629 0.652 1.520 -2.161
N 0.259383 2.578255 -0.922691 5.802 -9.395 1.349
S 0.856109 2.099961 0.748155 -6.059 4.842 1.955
O 2.227032 2.413440 1.055767 -0.061 -0.221 -0.631
O -0.294530 2.774947 1.496392 3.230 -1.219 -1.047
C 0.543694 0.432779 1.008640 -1.673 -1.930 -2.506
C 1.687862 -0.448225 0.792264 -7.717 -4.455 -0.586
C 1.301651 -1.925903 0.555587 2.287 3.327 4.162
C -0.021302 -2.348863 0.927375 6.483 -4.541 -2.172
O -0.106011 -3.815325 0.970981 -1.022 5.165 -0.694
C -1.407001 -4.218958 0.569694 4.701 -5.292 2.252
C -1.940887 -3.895867 -0.698351 -3.923 -1.996 3.006
C -3.211002 -4.425132 -0.908819 -0.407 -2.510 -2.573
C -3.605579 -5.652244 -0.171273 -1.097 4.772 -3.637
C -3.006915 -5.947788 0.931776 6.516 -2.848 3.138
C -1.503129 -5.486258 1.289969 -11.300 5.272 -10.679
C -0.983160 -1.493124 0.853684 -9.199 6.763 1.599
C -0.933506 0.025861 0.921009 8.287 -5.820 -0.003
H 3.244817 3.485798 -3.120217 -1.828 -0.534 2.900
H 0.744539 5.799754 -0.785500 1.525 -2.054 -2.548
H 1.817482 4.517659 -0.171669 -1.672 0.004 -2.763
H -0.488243 3.815057 -2.261270 -0.101 0.351 1.231
H -0.789428 4.043870 -0.455439 -0.868 1.395 0.481
H 1.217898 2.153457 -1.350518 -3.105 1.730 -0.174
H 2.630757 -0.122286 0.640109 2.845 1.129 -0.183
H 2.184191 -2.602325 0.798451 -1.375 0.460 -1.172
H -1.764042 -3.066923 -1.240344 1.529 2.657 -1.572
H -3.778010 -4.171043 -1.925362 1.227 -0.424 2.469
H -4.414588 -6.264735 -0.458586 -1.081 -0.098 -0.584
H -3.321184 -6.932628 1.240059 0.072 -0.129 1.173
H -1.228900 -5.764522 2.129046 3.623 -2.170 7.711
H -2.171310 -1.756469 0.980268 3.242 -0.070 -0.438
H -1.768550 0.614872 0.871125 -1.611 1.553 0.055
```
Positions in Å, forces in eV/Å.

Charge: 0
E_HOMO in eV: -9.09
Structure (SMILES): O=C(O)CCNS(=O)(=O)c1ccc(Oc2ccccc2)cc1
Orbital gap in hartree: 0.3068

Record 2
Entry from the Open Molecules 2025 dataset: a gas-phase ion, CH3N2OS (charge +1) in a non-equilibrium geometry (ωB97M-V/def2-TZVPD).

Geometry as XYZ:
```
8
Properties=species:S:1:pos:R:3:forces:R:3
C -0.288586 -0.620992 -0.129037 0.449 0.565 0.717
N -0.996168 0.766113 -0.049449 2.658 -1.370 -0.570
N -1.431857 -1.572442 0.073687 2.448 0.569 -0.580
O -2.525955 -0.894778 -0.014010 -2.575 -0.765 0.145
S -2.576813 0.707006 -0.095909 0.490 0.371 -0.365
H 0.349253 -0.567558 0.828466 -0.532 -0.809 -1.690
H -0.243207 1.346730 -0.404884 -1.094 1.426 -0.066
H 0.374219 -0.731526 -1.143863 -1.844 0.012 2.409
```
Positions in Å, forces in eV/Å.

Charge: +1
E_HOMO (alpha / beta) in eV: -15.10 / -14.89
Orbital gap (alpha / beta) in hartree: 0.3393 / 0.2753

Record 3
Entry from the Open Molecules 2025 dataset: C12H9NOS2 in the gas phase in a non-equilibrium geometry (ωB97M-V/def2-TZVPD).

Geometry as XYZ:
```
25
Properties=species:S:1:pos:R:3:forces:R:3
O 1.766907 -2.175037 -3.858791 -0.842 0.402 0.585
C 0.807785 -2.602684 -3.221285 3.196 0.179 -1.973
N 0.391023 -3.886844 -3.446493 -1.504 -1.618 0.255
C -0.610308 -4.226880 -2.695172 1.277 0.594 -0.748
S -1.252697 -5.848866 -2.795297 0.201 0.235 -0.108
S -1.163112 -2.972949 -1.594247 -0.266 0.139 0.549
C 0.164290 -1.924431 -2.140678 -0.555 2.179 1.533
C 0.573356 -0.702338 -1.625078 -0.727 -2.373 -0.512
C -0.014166 -0.108488 -0.458984 0.695 1.804 0.402
C 0.555658 1.025429 0.056959 -0.933 -1.822 -0.986
C 0.101240 1.755820 1.207554 0.521 1.285 0.293
C 0.709934 2.992644 1.435321 0.429 0.166 1.041
C 0.471791 3.684434 2.616816 -0.649 -0.415 0.015
C -0.518567 3.238212 3.497479 0.022 -0.053 -0.840
C -1.212093 2.065209 3.238815 0.477 0.197 0.290
C -0.828814 1.332996 2.134407 -1.356 -1.724 -0.094
H -0.316104 -6.186372 -3.731211 -0.462 0.157 0.411
H 1.447466 -0.207640 -2.073221 -0.461 -0.429 0.030
H -0.926980 -0.493423 -0.012877 0.175 -0.202 -0.123
H 1.428291 1.425673 -0.445300 0.037 0.012 -0.038
H 1.468848 3.376270 0.770654 0.052 -0.087 -0.228
H 1.055474 4.547082 2.873377 0.037 0.418 -0.097
H -0.824010 3.822599 4.326102 0.120 0.508 0.836
H -1.957204 1.709278 3.960407 0.255 0.065 -0.539
H -1.318009 0.360311 1.980741 0.259 0.383 0.045
```
Positions in Å, forces in eV/Å.

Charge: 0
E_HOMO in eV: -8.21
Structure (SMILES): O=C1N=C(S)S/C1=C\C=C\c1ccccc1
Orbital gap in hartree: 0.2598

We obtain ΔE to the lowest compared entry with this formula, charge and spin values of 1171.8, 308.1, 0.0 kJ/mol for the records listed above, in that order.